Record 1
{
  "formula": "C16H27CrN2",
  "method": "the ωB97M-V functional and the def2-TZVPD basis",
  "elements": ["C", "H", "H", "H", "C", "H", "H", "C", "H", "H", "H", "C", "C", "C", "C", "C", "C", "C", "C", "C", "C", "Cr", "H", "H", "H", "H", "H", "H", "H", "H", "H", "H", "H", "H", "H", "H", "H", "N", "C", "C", "C", "N", "H", "H", "H", "H"],
  "positions_angstrom": [[-1.3335, -2.6560, 0.3091], [-1.1549, -3.6067, 0.8302], [-2.2134, -2.1945, 0.7824], [-0.4174, -2.0368, 0.5075], [-1.5639, -2.9703, -1.1659], [-1.6490, -2.0367, -1.7442], [-0.6562, -3.4629, -1.5371], [-2.7522, -3.8829, -1.5043], [-2.8105, -4.0010, -2.5898], [-2.6438, -4.8841, -1.0780], [-3.7096, -3.4784, -1.1659], [0.3462, 2.0004, -0.0185], [-0.6141, 1.6867, -1.0327], [-1.8227, 1.2104, -0.4056], [-1.5945, 1.1957, 1.0157], [-0.2476, 1.6747, 1.2460], [0.2824, 2.0746, 2.5717], [-2.6108, 0.9064, 2.0673], [-3.1307, 0.9748, -1.0883], [-0.4977, 2.1225, -2.4480], [1.5983, 2.7850, -0.2382], [-0.2207, -0.1325, 0.0791], [-2.1338, 0.7295, 3.0329], [-3.3385, 1.7151, 2.2104], [-3.1837, 0.0021, 1.8358], [-0.1939, 1.4776, 3.3576], [1.3705, 1.9442, 2.6389], [0.0542, 3.1395, 2.7330], [2.0250, 2.5871, -1.2255], [1.4164, 3.8668, -0.2007], [2.3629, 2.5796, 0.5157], [-1.1978, 1.5625, -3.0763], [-0.7288, 3.1968, -2.5237], [0.5223, 1.9682, -2.8190], [-3.6174, 0.0630, -0.7257], [-3.8579, 1.7880, -0.9573], [-2.9993, 0.8443, -2.1654], [2.8447, -0.1725, 0.9271], [4.0322, -0.6418, 0.5187], [3.7891, -1.4374, -0.5875], [2.4198, -1.3720, -0.8439], [1.8250, -0.6248, 0.1230], [2.6926, 0.5295, 1.6411], [4.9581, -0.4029, 1.0382], [4.5162, -1.9886, -1.1499], [1.8646, -1.7804, -1.6709]],
  "forces_ev_per_a": [[-0.8807, -0.3108, 0.1152], [0.2148, 0.4664, 0.2030], [0.2401, -0.0092, -0.0722], [0.0071, -0.5633, 0.1061], [0.5565, 0.1097, -0.5291], [-0.1204, 0.0025, -0.0426], [-0.0865, 0.1062, -0.0299], [-0.0229, 0.1559, 0.1270], [0.0118, 0.0223, 0.1616], [0.1000, 0.1721, 0.0545], [0.1152, 0.0422, 0.0256], [-0.9270, 0.4102, 0.3558], [-0.5710, 1.0778, 0.4703], [-0.0951, 0.7740, 0.8151], [-0.3789, 0.9028, -0.8086], [-0.5213, 0.8504, -0.5798], [0.2805, -0.5423, 0.3257], [-0.0386, -0.6561, 0.3406], [-0.2271, -0.6695, -0.3576], [0.2313, -0.6269, -0.3879], [0.5102, -0.3797, -0.1476], [1.8349, -1.4222, -0.2161], [-0.0836, 0.0492, -0.0524], [0.2719, 0.0112, -0.2616], [-0.0119, 0.1633, -0.0528], [0.2481, 0.3220, -0.0010], [-0.2582, 0.1770, 0.0991], [0.0743, -0.2974, 0.0171], [0.0067, -0.0373, 0.1717], [-0.3035, -0.2206, 0.0789], [-0.1014, 0.0233, -0.1098], [0.2151, 0.2642, -0.0483], [0.0202, -0.3089, 0.0828], [-0.2490, 0.1004, -0.0817], [0.0293, 0.1247, 0.0507], [0.4191, -0.0102, 0.1903], [-0.0018, 0.0406, 0.1345], [-0.5150, -0.2546, -0.5184], [-0.2689, -0.2704, -0.1181], [0.0937, 0.0046, -0.3454], [0.5378, 0.6401, 1.4405], [0.1596, 0.2509, -0.3366], [-0.1737, -0.3834, -0.0878], [-0.3383, -0.0606, -0.1577], [0.1460, -0.0189, -0.1107], [-0.1497, -0.2219, 0.0879]],
  "lowdin_charge": [-0.097, 0.116, 0.088, 0.028, -0.310, 0.092, 0.112, -0.079, 0.087, 0.090, 0.082, -0.232, -0.238, -0.237, -0.240, -0.249, 0.023, 0.019, 0.016, 0.023, 0.017, 0.908, 0.090, 0.125, 0.096, 0.097, 0.085, 0.134, 0.099, 0.125, 0.083, 0.095, 0.133, 0.101, 0.097, 0.122, 0.090, 0.033, -0.017, -0.012, -0.072, -0.071, 0.149, 0.153, 0.121, 0.127],
  "spin_multiplicity": 4,
  "lumo_ev": [-8.803, -7.418],
  "charge": 2,
  "relative_energy_kj_mol": 104.8,
  "gap_ha": [0.2848, 0.3303]
}

***

Record 2
{
  "formula": "C16H27CuN3S4",
  "method": "the ωB97M-V functional and the def2-TZVPD basis",
  "elements": ["Cu", "S", "S", "C", "C", "C", "N", "C", "C", "H", "H", "H", "H", "H", "H", "H", "H", "C", "H", "H", "H", "H", "H", "H", "H", "C", "C", "H", "H", "H", "H", "C", "C", "N", "C", "C", "S", "C", "C", "S", "C", "N", "C", "H", "H", "H", "H", "H", "H", "H", "H"],
  "positions_angstrom": [[1.8960, 1.3245, 0.2383], [-2.0607, 1.3174, -0.5544], [0.5327, -2.4391, -0.2037], [-2.8924, 1.9489, 0.9193], [-3.4583, 0.4649, -1.3324], [-3.5399, -1.0337, -1.0296], [-2.2858, -1.6958, -1.2977], [-2.1412, -3.0589, -0.8444], [-0.6920, -3.5384, -0.9640], [-3.3641, 0.6001, -2.4325], [-4.3779, 0.9442, -0.9909], [-4.3631, -1.4677, -1.6115], [-3.7503, -1.1615, 0.0395], [-2.7885, -3.7456, -1.4054], [-2.4291, -3.0796, 0.2143], [-0.4368, -3.6290, -2.0426], [-0.6048, -4.5195, -0.4925], [0.6891, -3.2462, 1.4044], [-1.9150, -1.5254, -2.2297], [-0.2614, -3.1586, 1.9305], [1.4720, -2.7472, 1.9850], [0.9538, -4.3108, 1.2943], [-2.1951, 2.5713, 1.4898], [-3.2050, 1.1025, 1.5306], [-3.7727, 2.5572, 0.6518], [1.0484, 0.3006, -4.5818], [2.1579, 1.0544, -4.5330], [0.1331, 0.7794, -4.3007], [1.1176, -0.6807, -4.1633], [2.0312, 2.0642, -4.1066], [3.0044, 0.6245, -3.9726], [3.9811, -1.4606, 0.3056], [3.3820, -0.9094, 1.5960], [2.7107, 0.2182, 1.5301], [2.0304, 0.7518, 2.6913], [2.3513, -0.0831, 3.7824], [3.3947, -1.4370, 3.3243], [1.1929, 1.9671, 2.5734], [0.4383, 2.6977, 3.5128], [-0.4008, 4.0784, 2.7917], [0.2355, 3.6563, 1.1546], [1.0443, 2.6317, 1.2969], [0.0540, 4.2366, -0.2439], [4.1017, -2.5582, 0.1649], [4.9481, -1.0092, 0.0713], [3.3265, -1.1156, -0.5210], [2.0888, 0.1526, 4.7946], [0.4712, 2.5047, 4.5676], [0.8389, 4.9526, -0.5030], [0.2201, 3.4028, -0.9576], [-0.9114, 4.7058, -0.5400]],
  "forces_ev_per_a": [[0.3266, 0.0357, -1.8840], [-0.4882, -0.1510, 0.1694], [-0.3187, -0.3808, 0.1822], [-0.0124, 0.2005, 0.0158], [0.0202, -0.0494, -0.7801], [0.3719, -0.4022, 0.2936], [0.7608, 0.5058, -0.1023], [-0.2795, 0.5297, 0.2083], [0.0365, -0.0451, -0.7698], [0.0421, 0.0973, 0.6699], [0.1082, 0.0711, -0.1525], [-0.2006, 0.2452, 0.1374], [-0.1415, -0.0861, -0.1545], [0.1525, -0.2476, 0.1872], [-0.1137, -0.1175, -0.1595], [0.0472, 0.0801, 0.6651], [0.1182, 0.0639, -0.1495], [0.1636, -0.0847, 0.0486], [-0.3722, -0.2498, 0.0648], [0.0015, -0.0567, 0.0546], [-0.2785, -0.0603, -0.2218], [-0.1222, 0.4142, -0.1176], [-0.1399, -0.2681, -0.2038], [-0.0579, 0.0238, 0.0462], [0.3542, -0.2819, -0.0517], [0.9367, 0.8783, 1.9628], [-0.5737, -0.0387, 3.4765], [-0.8745, 0.3238, -1.1218], [0.0739, -1.1195, -0.9736], [0.0443, 0.2303, -1.6785], [0.3919, -0.2708, -1.6179], [-0.2195, -0.2913, -0.4294], [-0.6769, 1.1350, 1.6589], [-1.1311, 0.0889, 0.2177], [2.5216, -3.2163, 0.7836], [0.0000, 1.1726, -2.2382], [-0.5898, 1.2782, -1.1570], [-2.1148, 3.5194, 0.1264], [1.2504, -0.6732, -1.9666], [1.0560, -1.1261, -0.9133], [0.6320, -0.7742, 1.8561], [-0.3023, -1.0807, 0.2863], [-0.2814, -0.1532, -0.4940], [-0.2157, 0.7231, 0.7232], [0.0732, -0.0014, 0.4473], [0.1777, -0.2126, 0.5480], [-0.0213, -0.4388, 0.4021], [-0.4448, 0.1891, 0.3067], [-0.0364, 0.1097, 0.4479], [-0.1884, 0.3196, 0.5106], [0.5348, -0.3574, 0.8402]],
  "lowdin_charge": [0.507, 0.961, 0.955, -0.329, -0.423, -0.270, -0.134, -0.270, -0.423, 0.102, 0.093, 0.136, 0.123, 0.136, 0.123, 0.101, 0.093, -0.330, 0.126, 0.060, -0.013, 0.075, -0.013, 0.061, 0.075, -0.079, -0.075, 0.032, 0.031, 0.052, 0.051, -0.051, -0.540, -0.076, -0.243, -0.267, 1.075, -0.245, -0.268, 1.075, -0.541, -0.076, -0.052, 0.102, 0.095, 0.057, 0.081, 0.082, 0.095, 0.058, 0.102],
  "spin_multiplicity": 2,
  "lumo_ev": [-5.879, -10.354],
  "charge": 2,
  "gap_ha": [0.3175, 0.1233]
}

***

Record 3
{
  "formula": "C16H27N2Tl",
  "method": "the ωB97M-V functional and the def2-TZVPD basis",
  "elements": ["C", "H", "H", "H", "C", "H", "H", "C", "H", "H", "H", "C", "C", "C", "C", "C", "C", "C", "C", "C", "C", "Tl", "H", "H", "H", "H", "H", "H", "H", "H", "H", "H", "H", "H", "H", "H", "H", "N", "C", "C", "C", "N", "H", "H", "H", "H"],
  "positions_angstrom": [[-1.3514, 0.5350, -2.7854], [-2.1466, 1.2704, -2.8449], [-0.3498, 0.5924, -3.1207], [-2.4681, -0.5081, 0.1111], [-1.9263, -0.9097, -2.9132], [-1.1992, -1.6578, -2.5765], [-2.8873, -1.1516, -2.4243], [-2.0951, -1.0360, -4.4075], [-2.2201, -2.0718, -4.7338], [-2.9708, -0.4625, -4.7372], [-1.2247, -0.6334, -4.9860], [1.6729, 0.0328, 1.6617], [1.9234, -0.9102, 0.6242], [2.0603, -0.1896, -0.6025], [1.8761, 1.1969, -0.3205], [1.6392, 1.3341, 1.0783], [1.4937, 2.6025, 1.8116], [2.0134, 2.2859, -1.3015], [2.4130, -0.7499, -1.9141], [2.1046, -2.3550, 0.8132], [1.5556, -0.2901, 3.0900], [-1.4703, 0.8485, -0.7800], [1.6554, 3.2389, -0.8910], [3.0722, 2.4287, -1.5766], [1.4683, 2.0719, -2.2350], [1.1012, 3.4039, 1.1665], [0.8211, 2.4912, 2.6779], [2.4702, 2.9457, 2.2020], [0.8831, -1.1480, 3.2466], [2.5320, -0.5536, 3.5313], [1.1586, 0.5680, 3.6502], [1.9926, -2.8963, -0.1344], [3.1090, -2.5820, 1.2072], [1.3749, -2.7497, 1.5352], [1.7796, -0.3384, -2.7197], [3.4640, -0.5166, -2.1757], [2.3129, -1.8449, -1.9187], [-2.1697, 0.7484, 2.5456], [-2.9767, 0.2354, 3.4834], [-3.4817, -0.9390, 2.9854], [-2.9588, -1.1318, 1.7109], [-2.0811, -0.0730, 1.4922], [-1.5869, 1.6248, 2.5754], [-3.1032, 0.7381, 4.4503], [-4.1687, -1.6259, 3.4889], [-3.1109, -1.8684, 0.9603]],
  "forces_ev_per_a": [[-2.1933, -2.0623, -0.5652], [0.4119, 0.4917, -1.9835], [0.6672, 0.8668, -0.6149], [-0.4337, 0.4795, -1.7414], [0.6600, 0.0251, -0.2686], [0.0014, 0.2319, 0.1180], [0.4161, 0.6045, 0.0230], [0.0744, 0.2363, -1.6672], [-0.0691, 0.0623, 0.1868], [0.1706, -0.1812, 0.0072], [-0.5643, -0.3509, 0.5543], [0.3797, -0.6355, -0.6317], [0.1619, 1.0326, -1.3103], [-0.1460, -1.6285, 1.6465], [-0.9429, 0.7858, 1.4299], [-0.6680, 0.3639, -1.5711], [0.0269, 0.8111, 0.4256], [0.1480, 0.6011, -0.3227], [0.1895, -0.4125, -0.6434], [0.0417, -0.7807, 0.1275], [-0.3579, 0.0987, 0.5893], [1.6676, 0.0523, 3.5074], [0.1121, -0.2200, -0.2211], [-0.2799, -0.0496, -0.0004], [0.2331, 0.0903, 0.1985], [0.1737, -0.2365, 0.3076], [0.2830, 0.1485, -0.2195], [-0.3835, -0.0768, -0.0555], [0.2654, 0.1503, -0.0024], [-0.2696, 0.0437, -0.1619], [0.1846, -0.2966, -0.0158], [0.0295, 0.0178, 0.3278], [-0.2831, 0.0092, -0.0929], [0.2242, -0.0314, -0.1967], [0.3030, -0.1046, 0.1639], [-0.4387, -0.0489, 0.0423], [0.0651, 0.3844, -0.0907], [0.7105, 1.1956, 0.0977], [0.1606, 0.6654, 0.6374], [-1.1592, -1.5081, 0.1255], [1.2675, 2.3468, 2.0212], [-0.1718, -1.1283, 0.6731], [-0.9080, -1.4823, 0.0664], [-0.0248, -0.3507, -0.5516], [0.3368, 0.4688, -0.1810], [-0.0720, -0.6794, -0.1671]],
  "lowdin_charge": [-0.279, 0.047, 0.050, 0.073, -0.336, 0.113, 0.109, -0.093, 0.101, 0.098, 0.107, -0.173, -0.187, -0.189, -0.227, -0.203, -0.036, -0.024, -0.006, -0.022, -0.004, 1.291, 0.087, 0.122, 0.079, 0.085, 0.073, 0.119, 0.096, 0.123, 0.080, 0.082, 0.114, 0.090, 0.079, 0.123, 0.088, 0.025, -0.020, -0.010, -0.082, -0.171, 0.194, 0.159, 0.138, 0.116],
  "lumo_ev": [-9.164, -9.219],
  "charge": 2,
  "relative_energy_kj_mol": 606.2,
  "gap_ha": [0.1626, 0.1546]
}

***

Number 1: total energy -48415.7841 eV. Number 2: total energy -109461.1897 eV. Number 3: total energy -24679.5068 eV.